(i)
{
  "formula": "C4H5NO2",
  "method": "ωB97M-V with the def2-TZVPD basis set",
  "homo_energy_ha": -0.3534,
  "smiles": "COc1ccon1",
  "total_charge": 0,
  "orbital_gap_ev": 10.558,
  "symbols": ["O", "O", "N", "C", "C", "C", "C", "H", "H", "H", "H", "H"],
  "coordinates": [[1.429, -1.340, 1.101], [-0.655, 0.914, -0.719], [0.835, 0.178, 0.800], [0.265, -1.348, -0.817], [0.128, -0.057, -0.264], [1.049, -2.026, 0.048], [-0.995, 1.914, 0.230], [1.375, -3.052, -0.007], [-1.346, 1.467, 1.161], [-0.203, -1.650, -1.720], [-1.755, 2.484, -0.290], [-0.128, 2.517, 0.477]]
}

(ii)
{
  "formula": "C4H5NO2",
  "method": "ωB97M-V with the def2-TZVPD basis set",
  "homo_energy_ha": -0.3684,
  "smiles": "O=CC(=O)N1CC1",
  "total_charge": 0,
  "orbital_gap_ev": 9.712,
  "symbols": ["O", "O", "N", "C", "C", "C", "C", "H", "H", "H", "H", "H"],
  "coordinates": [[-0.574, -0.258, -2.467], [0.070, 2.082, 0.028], [-0.546, -0.115, 0.317], [-0.234, 0.997, -0.424], [-0.344, 0.801, -1.937], [0.026, -0.318, 1.619], [0.367, -1.224, 0.495], [-0.109, -2.189, 0.388], [-0.159, 1.734, -2.498], [1.396, -1.122, 0.171], [0.779, 0.411, 1.899], [-0.640, -0.676, 2.390]]
}

Preferred: (ii); penalty for the next structure: 0.0348 hartree.

(i)
{
  "formula": "C4H5NO2",
  "method": "ωB97M-V with the def2-TZVPD basis set",
  "homo_energy_ha": -0.3226,
  "smiles": "Cc1coc(O)n1",
  "total_charge": 0,
  "orbital_gap_ev": 9.646,
  "symbols": ["O", "O", "N", "C", "C", "C", "C", "H", "H", "H", "H", "H"],
  "coordinates": [[-1.715, 0.727, -0.701], [-0.535, 2.811, -0.712], [0.403, 0.961, -0.069], [0.080, -0.373, 0.092], [-1.207, -0.522, -0.293], [-0.682, 1.525, -0.524], [1.061, -1.379, 0.610], [1.434, -1.085, 1.599], [1.929, -1.459, -0.055], [-1.891, -1.355, -0.336], [0.600, -2.368, 0.696], [0.502, 2.529, -0.318]]
}

(ii)
{
  "formula": "C4H5NO2",
  "method": "ωB97M-V with the def2-TZVPD basis set",
  "homo_energy_ha": -0.3587,
  "total_charge": 0,
  "orbital_gap_ev": 10.664,
  "symbols": ["O", "O", "N", "C", "C", "C", "C", "H", "H", "H", "H", "H"],
  "coordinates": [[1.528, 0.969, 0.493], [0.961, 1.741, -1.612], [-1.643, -0.013, -0.426], [0.509, -1.172, 0.351], [0.780, 1.035, -0.669], [0.535, 0.104, 1.095], [-0.252, 0.038, -0.188], [-1.848, -0.469, -1.309], [-2.052, 0.915, -0.447], [-0.159, -1.937, 0.739], [1.413, -1.526, -0.136], [0.227, 0.317, 2.110]]
}

Preferred: (i); penalty for the next structure: 0.0036 hartree.